Here is one molecule with the formula C5H7NO from OMol25. Energies are from ωB97M-V with the def2-TZVPD basis set.

Structure (XYZ):
```
14
Properties=species:S:1:pos:R:3:lowdin_charge:R:1
H 0.7923 0.0324 2.4884 0.078
C -0.0059 0.0884 -0.8865 -0.291
O -1.9326 1.1029 -0.3742 0.003
H 1.8604 0.1432 -1.7198 0.079
H 0.4131 -1.5625 1.8303 0.081
H 1.7654 -0.6385 1.1655 0.071
C 0.7499 -0.5525 1.5640 -0.047
C -1.3282 0.7240 0.7860 -0.086
C -1.1142 0.6882 -1.3771 -0.070
C -0.1559 0.0826 0.5532 -0.223
N 1.0106 -0.4089 -1.7435 0.070
H 1.2299 -1.3849 -1.5991 0.076
H -1.8319 0.9684 1.7128 0.130
H -1.4528 0.7172 -2.4000 0.128
```

Computed properties:
SMILES = Cc1cocc1N
HOMO = -8.520 eV
LUMO energy = 0.03385 Eh
ΔE to the lowest compared entry with this formula, charge and spin = 22.00 kcal/mol
gap between HOMO and LUMO = 0.3470 hartree

---

Here is a 2-piece molecular cluster, C4H12 overall from OMol25. Energies are from ωB97M-V with the def2-TZVPD basis set.

Structure (XYZ):
```
16
Properties=species:S:1:pos:R:3:lowdin_charge:R:1
H 0.7378 1.9370 -0.8061 0.065
C -1.3910 -1.4295 2.1455 -0.165
C 0.5640 0.6904 -2.5606 -0.169
H -0.9403 0.4131 0.9689 0.059
C -0.4881 -0.2889 1.6652 -0.181
H 1.0657 -0.1888 -2.9645 0.062
H -0.3981 0.2312 -2.3051 0.062
H -0.0779 0.2201 2.5397 0.064
H 1.2771 0.2708 -0.5641 0.036
H -1.6918 -2.0319 1.2850 0.060
H 2.3069 1.3482 -1.4116 0.064
C 1.2514 1.0961 -1.2735 -0.186
H 0.4835 1.5413 -3.2278 0.063
H 0.3784 -0.6968 1.1401 0.045
H -2.2780 -1.0104 2.6058 0.059
H -0.7997 -2.1019 2.7631 0.062
```

Computed properties:
SMILES = CC.CC
HOMO = -11.588 eV
LUMO energy = 0.04070 Eh
ΔE to the lowest compared entry with this formula, charge and spin = 5.22 kcal/mol
gap between HOMO and LUMO = 0.4666 hartree

---

Here is a 5-piece molecular cluster, C14H18F4O13S overall from OMol25. Energies are from ωB97M-V with the def2-TZVPD basis set.

Structure (XYZ):
```
50
Properties=species:S:1:pos:R:3:lowdin_charge:R:1
O 4.0301 0.9704 -0.1217 0.080
C -1.5045 0.6325 -5.2208 -0.507
H -1.8853 -1.1259 -0.4215 0.069
H -3.6532 2.1806 -0.8476 0.068
H -0.7088 -2.0617 3.9732 0.177
H 3.4079 -2.1801 0.2030 0.179
H -0.7126 -1.9387 -6.3537 0.123
C -1.6461 3.1101 3.6068 -0.058
O 0.9003 -3.0470 1.2940 0.071
F 2.5922 -1.2488 -1.3789 0.060
C -1.1757 -0.4731 -0.9350 -0.275
C 0.5297 -0.4522 -5.4053 -0.224
H 0.4614 -1.0563 1.5029 0.091
O -0.8085 3.0004 5.7949 0.145
F -2.8766 2.1248 5.5561 0.065
C -0.6040 -2.4037 2.9330 -0.256
O 1.0339 1.7959 5.2345 0.165
H -0.1135 -0.6645 -7.5395 0.153
C -2.0329 3.1052 5.1665 -0.318
O 0.4591 -5.2294 1.4952 0.206
O -1.4852 1.2307 0.9025 -0.561
C 3.4701 -1.1984 -0.3416 -0.332
O 5.7074 1.0030 -1.6190 0.186
H 1.0637 -1.3212 -4.9227 0.180
O -0.3248 0.2719 -4.5653 0.094
C -0.4441 -0.9286 -6.5225 -0.037
H -3.4008 0.9692 -2.1363 0.028
C 0.0731 2.4410 4.9164 -0.543
H -0.1532 -0.5458 -0.5705 0.031
O -0.3293 2.6978 3.6870 0.079
H -1.3391 -0.6454 -1.9871 0.044
F 1.5851 0.3899 -5.9422 -0.011
C 0.6550 -1.9427 2.0632 -0.089
O -1.5947 -0.1297 -6.2983 0.073
C 0.2619 -4.1157 1.8124 -0.557
O -0.5247 -3.7505 2.8286 0.158
H 1.5482 -1.7182 2.7440 0.162
C 3.2861 -0.0197 0.5003 -0.121
H -2.6245 3.9889 5.3267 0.151
O -2.3312 1.4479 -4.8835 0.159
H 2.2773 0.2915 0.6661 0.132
O 4.7425 -1.0362 -0.9845 0.119
C -3.2779 1.1525 -1.1006 -0.255
H 3.8092 -0.2818 1.4489 0.161
F -1.7256 -1.9183 2.2571 0.025
C 4.9221 0.3720 -0.9885 -0.465
H -2.2636 2.4074 2.9884 0.132
S -1.5483 1.1943 -0.6098 0.841
H -1.8197 4.1544 3.2848 0.138
H -3.9078 0.5013 -0.4900 0.065
```

Computed properties:
HOMO = -9.446 eV
LUMO energy = 0.00929 Eh
gap between HOMO and LUMO = 0.3564 hartree

---

Here is one molecule with the formula C5H10O2 from OMol25. Energies are from ωB97M-V with the def2-TZVPD basis set.

Structure (XYZ):
```
17
Properties=species:S:1:pos:R:3:lowdin_charge:R:1
H 2.2080 0.4712 1.0860 0.127
O -0.1803 1.0717 1.4868 -0.025
H -0.3020 0.2546 -1.7517 0.151
H 0.4199 0.5838 2.0606 0.089
C 1.7451 0.4525 0.0842 -0.141
H 2.3809 1.0385 -0.5865 0.126
H 0.0375 -1.6872 0.5816 0.132
H -2.3758 -0.9785 -0.9862 0.082
C 0.3087 1.0060 0.1565 -0.318
H 0.2414 2.0228 -0.2500 0.149
C -0.4665 -0.0153 -0.6988 -0.306
C 0.3265 -1.2837 -0.4056 -0.180
C -1.9520 -0.1477 -0.4092 -0.059
O 1.6827 -0.8760 -0.4100 -0.119
H 0.2007 -2.0706 -1.1556 0.132
H -2.5023 0.7605 -0.6732 0.082
H -2.1137 -0.3438 0.6546 0.078
```

Computed properties:
SMILES = C[C@@H]1COC[C@@H]1O
HOMO = -9.864 eV
LUMO energy = 0.03384 Eh
ΔE to the lowest compared entry with this formula, charge and spin = 33.12 kcal/mol
gap between HOMO and LUMO = 0.3963 hartree

---

Here is an isolated ion of composition C3H6BrN2 and charge +1 from OMol25. Energies are from ωB97M-V with the def2-TZVPD basis set.

Structure (XYZ):
```
12
Properties=species:S:1:pos:R:3:lowdin_charge:R:1
N -0.5604 0.2447 -0.9115 0.137
H -2.3870 -0.3631 -1.5952 0.116
H 0.7028 -1.1292 1.0332 0.075
H -2.4148 0.2627 1.4046 0.068
H 0.6721 1.5499 -0.2714 0.206
C -2.6897 -0.1342 0.4327 -0.450
N 1.2120 -0.3995 0.6675 0.133
H 2.2212 -0.3327 0.5562 0.122
C 0.6553 0.4156 -0.3338 -0.300
H 1.3742 0.4587 -1.1619 0.171
Br -4.4695 -0.4915 0.0740 0.906
C -1.7404 -0.1960 -0.7022 -0.184
```

Computed properties:
HOMO (spin up / spin down) = -13.466 / -14.106 eV
charge = +1
LUMO energy (spin up / spin down) = -0.27004 / -0.25041 Eh
ΔE to the lowest compared entry with this formula, charge and spin = 99.04 kcal/mol
gap between HOMO and LUMO (spin up / spin down) = 0.2248 / 0.2680 hartree

---

Here is one molecule with the formula C4H8N2S from OMol25. Energies are from ωB97M-V with the def2-TZVPD basis set.

Structure (XYZ):
```
15
Properties=species:S:1:pos:R:3:lowdin_charge:R:1
S -0.2201 2.5295 -1.1582 0.738
N 0.9986 -0.5642 1.1025 -0.208
C 1.0524 -1.8370 0.6883 -0.193
H -1.8065 0.7379 -1.2618 0.002
C -1.2373 1.1498 -2.0635 -0.334
H 2.1698 -2.3849 0.7220 0.157
H -1.8074 1.7555 -2.8037 0.029
H -0.9615 -1.2345 1.4570 0.053
C 0.4455 1.5525 0.2803 -0.441
H 0.5668 -1.9855 -0.3072 0.100
N 0.2810 0.3034 0.2008 -0.050
H -0.5525 0.5063 -2.6355 0.032
H 0.1123 -1.2417 2.9313 0.130
C 0.0132 -1.4115 1.7697 -0.095
H 0.9458 2.1245 1.0781 0.080
```

Computed properties:
SMILES = CS/C=N/N1CC1
HOMO = -8.770 eV
LUMO energy = 0.03333 Eh
ΔE to the lowest compared entry with this formula, charge and spin = 109.73 kcal/mol
gap between HOMO and LUMO = 0.3556 hartree

---

no.,largest force on an atom (eV/A)
1,0.5
2,1.3
3,3.8
4,0.3
5,3.9
6,5.4